Record 1
Computed, not measured: a structure of composition C34H60Cl46F4GaN2O2, with ωB97M-V with the def2-TZVPD basis set.

Output
E_LUMO, eV: 1.50
Energy, eV: -682579.55070
Net charge: -1
Maximum force, hartree/bohr: 0.111

Element x y z (Å)
N1 5.009 -2.573 2.549
C1 4.436 -3.216 1.306
C2 4.166 -2.189 0.083
Ga1 2.346 -1.215 0.466
N2 2.013 -1.442 2.397
O1 1.050 -2.152 -0.586
C3 -0.105 -1.345 -0.839
O2 -0.159 -0.737 -2.001
C4 -1.347 -1.179 0.172
C5 -1.226 -1.935 1.579
C6 -2.354 -1.880 2.708
C7 -3.666 -1.023 2.427
C8 -3.795 -0.308 1.007
C9 -2.679 -0.359 -0.139
C10 2.428 0.818 0.105
F1 1.249 1.438 0.754
F2 2.267 1.133 -1.331
C11 3.727 1.578 0.695
F3 4.749 0.710 1.244
F4 4.360 2.456 -0.293
H1 4.840 -1.545 2.506
H2 6.024 -2.790 2.572
H3 5.201 -4.019 0.944
H4 3.440 -3.788 1.537
H5 4.027 -2.816 -0.892
H6 5.030 -1.451 -0.132
H7 2.745 -0.863 2.879
H8 2.110 -2.443 2.659
H9 -0.275 -2.548 1.794
H10 -2.154 -2.449 3.693
H11 -4.466 -0.956 3.261
H12 -4.760 0.295 0.775
H13 -2.784 0.166 -1.154
H14 3.380 2.270 1.573
C12 1.806 -4.628 5.487
Cl1 0.968 -3.127 5.900
Cl2 2.179 -4.697 3.761
H15 2.737 -4.682 6.053
H16 1.167 -5.474 5.746
C13 2.317 5.134 1.229
Cl3 2.338 6.860 1.609
Cl4 2.284 4.158 2.703
H17 1.430 4.911 0.637
H18 3.213 4.885 0.659
C14 4.398 -7.765 2.957
Cl5 5.077 -7.598 4.581
Cl6 4.587 -6.272 2.032
H19 4.914 -8.573 2.438
H20 3.336 -7.998 3.040
C15 1.156 2.558 6.251
Cl7 1.732 2.009 4.674
Cl8 -0.031 1.433 6.924
H21 2.003 2.629 6.934
H22 0.691 3.538 6.137
C16 -1.424 6.156 -0.310
Cl9 -0.998 5.591 1.310
Cl10 -0.011 6.176 -1.372
H23 -2.176 5.488 -0.732
H24 -1.828 7.167 -0.238
C17 -2.716 2.298 4.342
Cl11 -2.582 0.632 3.754
Cl12 -4.402 2.837 4.391
H25 -2.300 2.351 5.349
H26 -2.153 2.954 3.676
C18 2.636 7.540 5.299
Cl13 1.189 6.874 6.066
Cl14 3.372 8.793 6.306
H27 3.358 6.737 5.147
H28 2.360 7.974 4.337
C19 -1.888 1.032 -4.285
Cl15 -2.165 2.764 -4.054
Cl16 -3.378 0.111 -4.045
H29 -1.526 0.863 -5.300
H30 -1.141 0.692 -3.565
C20 4.641 -2.115 6.615
Cl17 5.461 -1.421 5.213
Cl18 5.420 -3.617 7.133
H31 4.674 -1.398 7.436
H32 3.604 -2.327 6.351
C21 -0.163 4.471 -6.409
Cl19 -0.995 5.980 -6.014
Cl20 0.222 4.387 -8.132
H33 0.763 4.416 -5.835
H34 -0.808 3.631 -6.149
C22 -4.053 4.765 -7.478
Cl21 -3.481 4.224 -9.061
Cl22 -5.247 3.643 -6.813
H35 -3.205 4.826 -6.796
H36 -4.512 5.749 -7.584
C23 0.978 -5.698 -0.927
Cl23 2.532 -5.759 -0.086
Cl24 -0.347 -5.397 0.204
H37 1.005 -4.895 -1.664
H38 0.807 -6.652 -1.427
C24 -7.565 2.871 1.990
Cl25 -6.212 1.767 2.258
Cl26 -8.546 2.357 0.611
H39 -8.191 2.888 2.883
H40 -7.174 3.870 1.794
C25 0.318 10.766 4.194
Cl27 1.899 10.917 3.418
Cl28 -0.665 9.529 3.403
H41 0.461 10.491 5.240
H42 -0.200 11.724 4.133
C26 -2.862 -3.181 -6.113
Cl29 -2.038 -2.492 -7.517
Cl30 -2.089 -4.683 -5.594
H43 -2.828 -2.462 -5.293
H44 -3.900 -3.389 -6.377
C27 3.408 10.230 -0.010
Cl31 2.195 9.321 -0.918
Cl32 4.280 11.354 -1.060
H45 2.910 10.796 0.779
H46 4.119 9.531 0.430
C28 -2.334 -4.408 -11.011
Cl33 -2.183 -6.075 -11.582
Cl34 -4.023 -3.888 -10.999
H47 -1.937 -4.343 -9.997
H48 -1.766 -3.753 -11.673
C29 -4.811 -7.643 -8.878
Cl35 -6.263 -8.298 -8.110
Cl36 -4.057 -6.405 -7.867
H49 -4.099 -8.452 -9.038
H50 -5.087 -7.199 -9.836
C30 3.904 -1.611 -3.746
Cl37 4.717 -0.915 -5.154
Cl38 4.688 -3.112 -3.235
H51 3.941 -0.895 -2.924
H52 2.866 -1.823 -4.004
C31 2.607 -10.181 6.405
Cl39 1.773 -8.677 6.812
Cl40 2.980 -10.257 4.679
H53 3.538 -10.235 6.971
H54 1.967 -11.024 6.667
C32 8.390 -2.958 -3.129
Cl41 8.826 -3.538 -1.517
Cl42 9.797 -2.940 -4.201
H55 7.632 -3.618 -3.550
H56 7.994 -1.945 -3.046
C33 -11.626 3.655 -0.926
Cl43 -11.862 5.388 -0.665
Cl44 -13.126 2.759 -0.657
H57 -11.295 3.493 -1.952
H58 -10.867 3.293 -0.232
C34 -6.128 -3.996 1.839
Cl45 -4.386 -3.794 1.617
Cl46 -6.834 -2.601 2.665
H59 -6.600 -4.105 0.861
H60 -6.308 -4.890 2.436

Record 2
Computed, not measured: a structure of composition C34H60N6O3Si2SnTe, with ωB97M-V with the def2-TZVPD basis set.

Output
Relative energy (zero: lowest compared OMol25 entry of this formula, charge and spin), kJ/mol: 0.00
E_LUMO, eV: -6.66
Energy, eV: -80185.23716
Net charge: +2
Maximum force, hartree/bohr: 0.007

Element x y z (Å)
Sn1 0.487 -0.353 -0.084
C1 3.565 -3.192 -2.389
Si1 1.703 -3.114 -2.291
C2 0.868 -4.703 -2.796
C3 1.055 -1.728 -3.357
N1 1.138 -2.708 -0.621
C4 1.176 -3.435 0.428
C5 1.893 -4.704 0.548
C6 1.825 -5.440 1.664
C7 1.072 -4.992 2.826
C8 0.397 -3.835 2.823
C9 0.353 -2.987 1.634
N2 -0.342 -1.916 1.538
Si2 -1.589 -1.328 2.706
C10 -2.495 0.084 1.861
C11 -2.814 -2.702 3.004
C12 -0.693 -0.708 4.218
H1 3.847 -3.550 -3.380
H2 4.022 -3.858 -1.660
H3 4.006 -2.203 -2.262
H4 1.155 -4.935 -3.823
H5 -0.215 -4.578 -2.782
H6 1.119 -5.566 -2.181
H7 1.216 -1.972 -4.407
H8 1.558 -0.780 -3.156
H9 -0.017 -1.590 -3.216
H10 2.483 -5.034 -0.293
H11 2.356 -6.381 1.727
H12 1.090 -5.607 3.716
H13 -0.112 -3.492 3.710
H14 -2.239 0.205 0.810
H15 -2.319 1.032 2.367
H16 -3.569 -0.101 1.897
H17 -3.400 -2.870 2.100
H18 -3.508 -2.397 3.789
H19 -2.375 -3.652 3.303
H20 0.151 -0.083 3.919
H21 -0.311 -1.511 4.847
H22 -1.363 -0.104 4.832
O1 -6.456 -1.289 -3.150
C13 -5.820 -2.413 -2.591
C14 -4.468 -2.002 -2.081
C15 -3.692 -2.869 -1.322
C16 -2.462 -2.436 -0.872
N3 -1.951 -1.232 -1.135
C17 -2.687 -0.400 -1.885
C18 -3.948 -0.747 -2.355
C19 -2.125 0.949 -2.169
C20 -2.712 1.805 -3.088
C21 -2.189 3.079 -3.276
C22 -2.855 4.021 -4.251
O2 -3.354 3.351 -5.385
C23 -1.075 3.444 -2.534
C24 -0.534 2.525 -1.654
N4 -1.035 1.306 -1.476
H23 -7.331 -1.538 -3.465
H24 -5.678 -3.207 -3.336
H25 -6.398 -2.839 -1.762
H26 -4.038 -3.863 -1.072
H27 -1.854 -3.090 -0.265
H28 -4.550 -0.051 -2.915
H29 -3.562 1.506 -3.682
H30 -2.175 4.837 -4.515
H31 -3.723 4.468 -3.759
H32 -2.643 3.213 -6.019
H33 -0.628 4.423 -2.643
H34 0.344 2.758 -1.065
C25 3.001 3.052 -2.332
Te1 3.712 1.278 -1.385
C26 4.748 0.600 -3.122
H35 3.849 3.576 -2.762
H36 2.536 3.683 -1.581
H37 2.281 2.797 -3.102
H38 4.047 0.487 -3.943
H39 5.217 -0.354 -2.900
H40 5.514 1.327 -3.372
C27 -1.726 4.295 1.876
C28 -1.043 3.692 3.100
N5 0.414 3.676 3.030
C29 1.105 4.641 3.890
C30 1.025 6.067 3.368
C31 1.051 2.829 2.198
C32 2.551 2.911 2.120
N6 0.466 1.947 1.443
H41 -2.802 4.331 2.038
H42 -1.540 3.717 0.971
H43 -1.375 5.311 1.703
H44 -1.401 2.672 3.285
H45 -1.309 4.270 3.984
H46 2.141 4.339 4.011
H47 0.649 4.577 4.880
H48 1.486 6.153 2.385
H49 1.543 6.740 4.050
H50 -0.008 6.404 3.293
H51 2.890 3.929 1.934
H52 2.895 2.283 1.300
H53 3.015 2.571 3.047
H54 -0.543 1.973 1.565
C33 4.526 -1.756 1.480
C34 3.325 -1.546 2.370
O3 2.437 -0.551 1.839
H55 5.172 -2.531 1.889
H56 5.114 -0.841 1.393
H57 4.207 -2.056 0.484
H58 3.624 -1.254 3.379
H59 2.737 -2.457 2.459
H60 2.894 0.297 1.886

Record 3
Computed, not measured: a cluster of 5 separate species, C34H60N9O6S2 in total, with ωB97M-V with the def2-TZVPD basis set.

Output
Relative energy (zero: lowest compared OMol25 entry of this formula, charge and spin), kJ/mol: 6.49
E_LUMO, eV: -2.64
Energy, eV: -83588.96824
Net charge: +1
Maximum force, hartree/bohr: 0.060

Element x y z (Å)
C1 1.943 -2.282 0.113
C2 1.025 -1.106 -0.074
C3 1.726 0.047 -0.782
C4 1.283 0.252 -2.206
N1 0.452 1.464 -2.391
N2 -0.818 1.337 -1.782
C5 -1.184 1.514 -0.526
N3 -2.463 1.305 -0.341
C6 -2.943 0.992 -1.538
N4 -4.243 0.735 -1.801
C7 -5.214 0.771 -0.674
C8 -6.651 0.731 -1.172
C9 -7.441 -0.559 -0.984
C10 -8.246 -0.519 0.282
O1 -7.472 -0.051 1.399
C11 -6.898 -0.998 2.104
O2 -6.154 -0.780 3.053
S1 -4.678 0.438 -3.405
C12 -4.649 -1.367 -3.606
C13 -3.527 -2.061 -2.892
O3 -2.452 -2.285 -3.458
O4 -3.800 -2.424 -1.647
C14 -2.615 -2.623 -0.838
C15 -3.034 -3.034 0.519
C16 -2.042 -2.606 1.555
O5 -3.395 -4.412 0.566
C17 -2.360 -5.273 0.717
O6 -1.623 -5.550 -0.216
C18 -2.168 -5.881 2.069
S2 -3.582 -5.868 3.197
N5 -1.959 0.994 -2.456
H1 1.436 -3.101 0.581
H2 2.783 -1.984 0.707
H3 2.330 -2.594 -0.841
H4 0.687 -0.786 0.896
H5 0.169 -1.414 -0.640
H6 2.779 -0.134 -0.738
H7 1.538 0.936 -0.214
H8 0.801 -0.631 -2.597
H9 2.146 0.437 -2.810
H10 0.247 1.498 -3.380
H11 -0.471 1.786 0.209
H12 -5.014 -0.048 -0.013
H13 -5.047 1.663 -0.104
H14 -6.718 1.067 -2.188
H15 -7.172 1.458 -0.584
H16 -8.163 -0.634 -1.778
H17 -6.796 -1.421 -1.011
H18 -9.085 0.136 0.173
H19 -8.631 -1.490 0.518
H20 -7.102 -2.013 1.769
H21 -5.608 -1.780 -3.351
H22 -4.469 -1.529 -4.645
H23 -2.106 -1.691 -0.773
H24 -1.996 -3.379 -1.271
H25 -3.938 -2.509 0.713
H26 -1.077 -3.058 1.422
H27 -1.912 -1.546 1.465
H28 -2.445 -2.777 2.531
H29 -1.345 -5.365 2.526
H30 -1.927 -6.912 1.939
H31 -3.990 -4.620 3.016
H32 -2.009 0.818 -3.446
C19 5.153 1.705 -1.026
C20 5.987 2.480 -2.035
C21 5.242 3.683 -2.626
C22 4.034 3.271 -3.327
N6 3.080 2.943 -3.885
H33 4.260 1.282 -1.494
H34 5.731 0.883 -0.609
H35 4.839 2.344 -0.201
H36 6.295 1.815 -2.842
H37 6.896 2.836 -1.555
H38 5.880 4.215 -3.330
H39 4.955 4.382 -1.839
C23 4.246 4.137 2.848
C24 5.013 3.308 3.872
C25 6.529 3.329 3.642
C26 6.882 2.782 2.339
N7 7.160 2.342 1.311
H40 4.383 3.746 1.839
H41 3.179 4.121 3.066
H42 4.574 5.177 2.857
H43 4.658 2.276 3.846
H44 4.810 3.689 4.873
H45 7.039 2.740 4.404
H46 6.910 4.349 3.698
C27 -5.416 0.692 7.898
C28 -5.307 0.599 6.380
C29 -4.405 -0.550 5.916
C30 -3.042 -0.387 6.403
N8 -1.960 -0.242 6.774
H47 -4.447 0.895 8.354
H48 -6.088 1.498 8.184
H49 -5.803 -0.236 8.322
H50 -4.925 1.541 5.984
H51 -6.298 0.451 5.951
H52 -4.374 -0.587 4.828
H53 -4.791 -1.505 6.274
C31 7.900 0.561 -6.506
C32 9.268 0.026 -6.098
C33 9.447 -0.053 -4.577
C34 9.323 1.259 -3.958
N9 9.237 2.300 -3.473
H54 7.751 1.581 -6.152
H55 7.801 0.573 -7.590
H56 7.099 -0.061 -6.103
H57 10.047 0.661 -6.521
H58 9.408 -0.971 -6.515
H59 10.428 -0.454 -4.326
H60 8.695 -0.711 -4.139

Record 4
Computed, not measured: a cluster of 10 separate species, C34H61Br6N7 in total, with ωB97M-V with the def2-TZVPD basis set.

Output
E_LUMO, eV: 0.16
Energy, eV: -466929.80002
Net charge: 0
Maximum force, hartree/bohr: 0.079
SMILES string: BrCCBr.BrCCBr.BrCCBr.CCCC#N.CCCC#N.CCCC#N.CCCC#N.CCCC#N.CCCC#N.CCCC#N

Element x y z (Å)
C1 0.933 -0.422 0.824
C2 0.324 0.717 0.065
C3 -1.106 1.025 0.522
C4 -1.329 1.202 1.994
N1 -1.464 1.347 3.164
H1 0.337 -1.334 0.814
H2 1.098 -0.165 1.870
H3 1.954 -0.617 0.494
H4 0.231 0.653 -1.019
H5 0.866 1.648 0.230
H6 -1.803 0.303 0.095
H7 -1.491 2.013 0.269
C5 -3.752 4.483 0.475
C6 -4.602 4.252 1.728
C7 -5.519 3.045 1.569
C8 -4.893 1.745 1.023
N2 -4.479 0.724 0.616
H8 -4.223 5.191 -0.206
H9 -3.754 3.614 -0.183
H10 -2.728 4.769 0.715
H11 -5.079 5.172 2.066
H12 -3.936 4.057 2.568
H13 -6.328 3.296 0.882
H14 -6.067 2.842 2.489
C9 5.733 -5.035 -1.257
C10 4.435 -4.181 -1.057
C11 4.799 -2.815 -0.364
C12 6.130 -2.258 -0.735
N3 7.160 -1.804 -1.084
H15 5.591 -5.785 -2.035
H16 5.982 -5.465 -0.288
H17 6.520 -4.456 -1.740
H18 3.674 -4.820 -0.609
H19 4.133 -3.998 -2.088
H20 4.827 -3.036 0.702
H21 4.161 -1.971 -0.627
C13 -3.574 0.150 -2.848
C14 -2.741 1.461 -2.991
C15 -3.097 2.247 -4.243
C16 -2.381 3.557 -4.478
N4 -1.771 4.489 -4.701
H22 -4.626 0.371 -3.027
H23 -3.369 -0.318 -1.885
H24 -3.335 -0.558 -3.641
H25 -1.665 1.319 -3.096
H26 -2.783 2.076 -2.092
H27 -4.170 2.424 -4.311
H28 -2.894 1.720 -5.175
C17 3.653 1.753 -6.732
C18 2.264 2.231 -7.120
C19 1.344 2.655 -5.996
C20 1.126 1.774 -4.796
N5 0.968 1.123 -3.829
H29 3.539 0.821 -6.178
H30 4.220 2.443 -6.107
H31 4.243 1.560 -7.628
H32 1.854 1.360 -7.631
H33 2.437 3.104 -7.750
H34 0.312 2.729 -6.338
H35 1.692 3.625 -5.640
C21 1.013 -0.751 5.103
C22 1.859 0.451 5.597
C23 2.086 1.555 4.571
C24 2.143 2.855 5.294
N6 2.238 3.856 5.910
H36 0.792 -1.351 5.986
H37 1.635 -1.328 4.419
H38 0.054 -0.417 4.705
H39 2.880 0.189 5.874
H40 1.204 0.823 6.384
H41 1.300 1.706 3.831
H42 2.968 1.420 3.945
C25 0.738 -3.863 2.587
C26 2.108 -4.108 1.906
C27 3.006 -4.691 3.021
C28 4.449 -4.577 2.754
N7 5.609 -4.432 2.713
H43 -0.038 -3.644 1.854
H44 0.590 -3.025 3.268
H45 0.326 -4.709 3.137
H46 2.577 -3.173 1.602
H47 2.106 -4.736 1.016
H48 2.720 -5.719 3.245
H49 2.746 -4.248 3.983
Br1 -2.370 -2.799 6.295
C29 -2.773 -1.470 4.953
C30 -2.334 -1.927 3.499
Br2 -3.036 -3.777 3.070
H50 -2.222 -0.584 5.267
H51 -3.854 -1.334 4.981
H52 -1.250 -1.954 3.388
H53 -2.649 -1.263 2.695
Br3 -6.797 -4.039 -1.828
C31 -4.913 -3.551 -1.518
C32 -4.486 -2.972 -0.180
Br4 -2.546 -2.515 -0.391
H54 -4.672 -2.830 -2.299
H55 -4.372 -4.456 -1.796
H56 -4.714 -3.670 0.626
H57 -4.911 -2.009 0.103
Br5 -0.613 4.943 -1.314
C33 1.112 4.422 -2.176
C34 2.256 4.358 -1.118
Br6 3.949 3.637 -1.946
H58 1.302 5.210 -2.905
H59 0.819 3.563 -2.779
H60 2.022 3.578 -0.393
H61 2.363 5.307 -0.592

- The lowest maximum force belongs to which entry?
  C34H60N6O3Si2SnTe